Here is a molecular structure, C32H56As3IrN2 from OMol25. Energies are from ωB97M-V with the def2-TZVPD basis set.

```
94
Properties=species:S:1:pos:R:3:lowdin_spin:R:1
Ir 0.388 -0.148 0.210 -0.002
C -2.760 -2.315 2.788 0.000
C -3.502 -3.295 1.884 0.000
C -4.994 -2.914 1.820 0.000
C -2.959 -3.589 0.505 0.000
C -3.436 -4.775 -0.049 0.000
C -2.928 -5.303 -1.216 0.000
C -1.866 -4.660 -1.840 0.000
C -1.362 -3.466 -1.360 0.000
C -0.222 -2.844 -2.130 0.000
C 1.056 -2.950 -1.302 0.000
C -0.485 -1.424 -2.632 0.001
C -1.958 -2.863 -0.219 0.000
N -1.645 -1.555 0.091 0.002
C -2.649 -0.746 0.313 0.001
C -2.506 0.614 0.572 0.001
C -3.548 1.562 0.816 -0.002
C -2.937 2.772 0.955 0.002
C -1.524 2.552 0.792 -0.003
N -1.285 1.259 0.571 0.001
C -0.480 3.596 0.943 0.000
C -0.187 3.661 2.460 0.000
C -0.977 4.961 0.454 0.000
C 0.798 3.211 0.200 0.000
H -3.034 -2.535 3.817 0.000
H -3.039 -1.282 2.594 0.000
H -1.681 -2.412 2.692 0.000
H -3.468 -4.269 2.392 0.000
H -5.131 -1.911 1.424 0.000
H -5.406 -2.936 2.824 0.000
H -5.566 -3.601 1.204 0.000
H -4.209 -5.317 0.478 0.000
H -3.327 -6.218 -1.622 0.000
H -1.449 -5.087 -2.739 0.000
H -0.083 -3.472 -3.015 0.000
H 0.980 -2.340 -0.382 -0.001
H 1.908 -2.613 -1.887 0.000
H 1.215 -3.985 -1.008 0.000
H -0.280 -0.662 -1.855 0.000
H -1.517 -1.319 -2.954 0.000
H 0.154 -1.210 -3.487 0.000
H -3.666 -1.114 0.217 0.000
H -4.597 1.346 0.882 0.000
H -3.408 3.720 1.130 0.000
H -1.073 3.961 3.015 0.000
H 0.596 4.392 2.640 0.000
H 0.138 2.685 2.825 0.000
H -1.754 5.358 1.100 0.000
H -1.367 4.890 -0.557 0.000
H -0.156 5.673 0.453 0.000
H 1.191 2.266 0.603 0.000
H 1.547 3.989 0.328 0.000
H 0.596 3.097 -0.866 0.000
C 1.120 -1.805 3.613 0.000
As 1.845 -0.562 2.293 0.000
C 2.449 0.843 3.515 0.000
C 3.492 -1.591 1.831 0.002
C 4.563 -1.034 0.888 0.029
C 4.998 0.361 1.346 0.010
C 4.132 -0.978 -0.580 0.001
As 2.688 0.281 -1.168 0.001
C 2.797 -0.012 -3.103 0.000
C 3.567 2.034 -1.190 0.001
C 5.843 -1.905 0.998 0.097
As 5.914 -3.920 0.863 0.619
C 4.679 -4.651 -0.488 0.095
C 5.171 -4.682 2.510 0.097
H 1.859 -1.995 4.394 0.000
H 0.830 -2.752 3.157 0.000
H 0.238 -1.362 4.080 0.000
H 3.235 0.433 4.151 0.000
H 1.614 1.140 4.153 0.000
H 2.825 1.727 3.006 0.000
H 3.127 -2.553 1.449 0.001
H 3.957 -1.773 2.808 0.000
H 4.148 1.043 1.271 0.003
H 5.812 0.742 0.730 0.000
H 5.351 0.346 2.375 0.000
H 3.846 -1.979 -0.916 0.000
H 4.995 -0.668 -1.182 0.000
H 3.813 0.212 -3.438 0.000
H 2.110 0.679 -3.594 0.000
H 2.549 -1.025 -3.409 0.000
H 4.604 1.906 -1.504 0.000
H 3.547 2.551 -0.237 0.000
H 3.061 2.661 -1.927 0.000
H 6.314 -1.727 1.970 0.001
H 6.555 -1.565 0.240 0.003
H 4.923 -4.301 -1.488 0.000
H 3.645 -4.417 -0.241 0.020
H 4.801 -5.733 -0.473 0.000
H 5.614 -4.222 3.389 -0.001
H 5.413 -5.745 2.529 0.002
H 4.086 -4.578 2.535 0.020
```

Total charge = +3
E_tot = -8172.9850 a.u.
Multiplicity = 2
Kohn-Sham gap (spin up / spin down) = 4.369 / 3.146 eV
F_max = 2.6 eV Å⁻¹
E_LUMO (spin up / spin down) = -10.35 / -11.58 eV



Here is C3H7N3O in the gas phase from OMol25. Energies are from ωB97M-V with the def2-TZVPD basis set.

```
14
Properties=species:S:1:pos:R:3:lowdin_charge:R:1
C 2.431 -0.566 0.401 -0.121
N 1.489 0.683 0.458 -0.031
C 0.273 0.643 -0.359 -0.495
O 0.244 1.185 -1.437 0.109
N -0.746 -0.063 0.211 0.113
C -1.992 -0.187 -0.406 -0.253
N -2.916 -0.826 0.176 0.099
H 2.511 -0.733 -0.685 -0.016
H 1.785 -1.371 0.793 -0.033
H 2.032 1.474 0.112 0.149
H 1.286 0.858 1.443 0.147
H -0.604 -0.598 1.058 0.151
H -2.033 0.320 -1.371 0.132
H -3.759 -0.821 -0.393 0.050
```

E_tot = -357.9220 a.u.
Kohn-Sham gap = 7.685 eV
F_max = 0.6 eV Å⁻¹
ΔE to the lowest compared entry with this formula, charge and spin = 335.8 kJ/mol
E_LUMO = 0.41 eV



Here is a gas-phase ion, C4H9N2 (charge +1) from OMol25. Energies are from ωB97M-V with the def2-TZVPD basis set.

```
15
Properties=species:S:1:pos:R:3:lowdin_spin:R:1
C -0.237 0.128 -0.874 0.070
C -0.718 0.289 -2.233 0.002
C 1.735 -0.187 0.560 0.118
C -1.222 0.007 1.341 0.177
N 1.004 -0.067 -0.602 0.636
N -1.002 0.437 0.113 0.807
H -1.639 -0.125 -2.231 0.000
H -0.058 -0.008 -3.095 0.002
H -0.834 1.249 -2.596 -0.005
H 1.338 0.370 1.454 0.019
H 2.693 0.178 0.575 0.025
H 1.832 -1.176 0.923 0.026
H -1.407 -1.005 1.357 0.031
H -1.880 0.803 1.897 0.023
H -0.088 0.061 1.711 0.069
```

Total charge = +1
E_tot = -266.8573 a.u.
Multiplicity = 3
Kohn-Sham gap (spin up / spin down) = 11.124 / 7.470 eV
F_max = 5.5 eV Å⁻¹
ΔE to the lowest compared entry with this formula, charge and spin = 183.5 kJ/mol
E_LUMO (spin up / spin down) = -3.64 / -7.82 eV



Here is 2 unconnected molecules or ions with the total composition C23H28F3OS from OMol25. Energies are from ωB97M-V with the def2-TZVPD basis set.

```
56
Properties=species:S:1:pos:R:3:lowdin_charge:R:1
C -3.273 1.017 -2.879 -0.055
C -2.431 1.360 -1.641 -0.542
C -2.194 2.874 -1.640 -0.077
C -3.280 1.015 -0.407 -0.048
C -1.110 0.557 -1.627 -0.057
C 0.115 1.155 -1.543 0.047
C 1.350 0.413 -1.486 -0.176
C 2.568 1.072 -1.369 0.090
C 3.880 0.476 -1.592 -0.542
F 4.869 1.437 -1.532 0.089
F 4.274 -0.508 -0.697 0.036
F 3.954 -0.122 -2.847 0.085
C 1.290 -1.017 -1.570 0.053
C 0.102 -1.690 -1.637 -0.054
C 0.031 -3.229 -1.647 -0.545
C -0.713 -3.735 -0.398 -0.043
C 1.436 -3.830 -1.645 -0.072
C -0.710 -3.732 -2.896 -0.051
C -1.161 -0.923 -1.649 -0.257
O -2.261 -1.513 -1.654 0.018
H -3.537 -0.044 -2.879 0.075
H -4.200 1.605 -2.856 0.082
H -2.733 1.254 -3.802 0.087
H -1.652 3.194 -0.742 0.088
H -1.637 3.192 -2.530 0.085
H -3.162 3.393 -1.648 0.083
H -2.744 1.250 0.519 0.094
H -4.207 1.601 -0.430 0.082
H -3.542 -0.047 -0.410 0.076
H 0.217 2.246 -1.570 0.116
H 2.572 2.141 -1.279 0.124
H 2.248 -1.541 -1.598 0.107
H -1.747 -3.376 -0.401 0.075
H -0.718 -4.832 -0.409 0.082
H -0.213 -3.389 0.517 0.097
H 1.992 -3.522 -2.539 0.089
H 1.991 -3.528 -0.749 0.095
H 1.371 -4.923 -1.648 0.083
H -0.206 -3.386 -3.809 0.089
H -0.716 -4.830 -2.884 0.081
H -1.744 -3.372 -2.895 0.074
C -0.714 2.568 5.547 -0.096
C 0.482 2.006 4.847 -0.337
C 0.701 0.623 4.810 -0.092
C 1.787 0.088 4.131 -0.146
C 2.616 0.928 3.327 -0.860
S 3.530 0.391 2.042 0.488
C 2.499 2.333 3.546 -0.167
C 1.411 2.851 4.225 -0.094
H -0.715 3.659 5.477 0.061
H -1.645 2.195 5.103 0.068
H -0.710 2.290 6.606 0.067
H -0.019 -0.031 5.308 0.099
H 1.950 -0.984 4.110 0.079
H 3.210 2.989 3.055 0.074
H 1.248 3.930 4.261 0.093
```

Total charge = -1
E_tot = -1666.2811 a.u.
Kohn-Sham gap = 3.903 eV
F_max = 3.1 eV Å⁻¹
E_LUMO = 1.10 eV



Here is a molecular structure, C36H44N2SiTl from OMol25. Energies are from ωB97M-V with the def2-TZVPD basis set.

```
84
Properties=species:S:1:pos:R:3:lowdin_charge:R:1
C -1.215 -0.145 1.874 -0.086
C -0.622 -1.369 2.281 -0.088
C 0.725 -1.112 2.642 -0.110
H -1.122 -2.337 2.325 0.081
C 0.953 0.283 2.507 -0.066
C -0.248 0.881 2.031 -0.096
H -0.399 1.948 1.846 0.099
H -2.226 0.016 1.499 0.103
H 1.458 -1.856 2.979 0.099
H 1.889 0.800 2.759 0.092
Tl 1.716 -1.038 -1.829 1.082
C 0.072 -2.151 -1.758 -0.420
H -0.490 -1.777 -0.871 -0.029
H -0.569 -2.208 -2.643 0.018
H 0.456 -3.164 -1.508 -0.017
Si -2.010 -3.961 -0.122 0.713
C -2.716 -4.675 -1.718 -0.342
C -4.049 -5.135 -1.752 -0.118
H -4.712 -4.982 -0.898 0.096
C -4.551 -5.802 -2.880 -0.086
H -5.593 -6.162 -2.852 0.111
C -3.744 -5.984 -4.005 -0.085
H -4.142 -6.495 -4.895 0.110
C -2.417 -5.520 -3.988 -0.085
H -1.787 -5.639 -4.866 0.103
C -1.904 -4.893 -2.853 -0.116
H -0.863 -4.559 -2.867 0.085
C -0.710 -5.178 0.461 -0.344
C -0.961 -6.574 0.410 -0.083
H -1.885 -6.953 -0.050 0.110
C -0.053 -7.480 0.974 -0.073
H -0.262 -8.550 0.952 0.109
C 1.107 -6.992 1.581 -0.079
H 1.817 -7.674 2.054 0.108
C 1.368 -5.618 1.604 -0.086
H 2.280 -5.260 2.078 0.102
C 0.468 -4.707 1.054 -0.129
H 0.663 -3.628 1.077 0.072
H -3.154 -3.741 0.934 0.056
H -2.949 -4.754 0.758 0.017
C 3.257 4.860 2.422 -0.057
C 4.072 3.570 2.281 -0.560
C 5.536 3.931 1.983 -0.039
C 4.013 2.804 3.612 -0.039
C 3.528 2.675 1.159 -0.135
C 4.223 1.497 0.852 0.006
C 3.708 0.650 -0.115 -0.137
N 2.576 0.930 -0.782 -0.041
C 1.863 2.049 -0.492 -0.190
C 2.343 2.953 0.469 0.059
C 0.535 2.190 -1.124 -0.203
C -0.197 3.400 -1.036 0.058
C -1.529 3.453 -1.465 -0.126
C -2.080 2.273 -1.993 0.016
C -1.272 1.130 -2.118 -0.088
N 0.017 1.095 -1.730 0.050
C -2.398 4.730 -1.370 -0.562
C -2.948 5.086 -2.758 -0.042
C -3.578 4.467 -0.425 -0.041
C -1.606 5.926 -0.839 -0.063
H 3.683 5.483 3.220 0.097
H 2.216 4.640 2.687 0.088
H 3.284 5.431 1.485 0.095
H 5.931 4.587 2.767 0.096
H 6.166 3.037 1.935 0.080
H 5.604 4.455 1.023 0.098
H 2.973 2.539 3.852 0.083
H 4.609 1.883 3.571 0.088
H 4.402 3.434 4.425 0.098
H 5.146 1.222 1.359 0.123
H 4.213 -0.287 -0.368 0.096
H 1.737 3.831 0.692 0.106
H 0.305 4.281 -0.635 0.105
H -3.122 2.221 -2.324 0.121
H -1.689 0.215 -2.554 0.117
H -3.575 4.286 -3.163 0.082
H -3.556 5.995 -2.691 0.094
H -2.125 5.282 -3.454 0.096
H -3.214 4.221 0.580 0.093
H -4.197 5.368 -0.355 0.094
H -4.207 3.645 -0.783 0.084
H -1.234 5.740 0.174 0.087
H -0.767 6.170 -1.499 0.092
H -2.265 6.799 -0.799 0.094
```

Total charge = +1
E_tot = -1969.2280 a.u.
Kohn-Sham gap (spin up / spin down) = 5.856 / 5.438 eV
F_max = 4.4 eV Å⁻¹
ΔE to the lowest compared entry with this formula, charge and spin = 327.5 kJ/mol
E_LUMO (spin up / spin down) = -3.94 / -4.25 eV



Here is a molecular structure, C6H12KO6 from OMol25. Energies are from ωB97M-V with the def2-TZVPD basis set.

```
25
Properties=species:S:1:pos:R:3:lowdin_charge:R:1
K -1.042 1.092 -1.946 0.987
C 6.520 3.469 -3.214 -0.090
O 5.456 3.581 -2.314 -0.017
C 4.979 2.484 -1.593 -0.461
O 3.816 2.565 -1.207 0.092
O 5.874 1.425 -1.638 -0.043
C 5.490 0.144 -1.290 -0.061
H 6.745 4.467 -3.590 0.100
H 6.347 2.750 -4.015 0.094
H 7.498 3.110 -2.893 0.091
H 6.280 -0.429 -0.804 0.101
H 5.213 -0.299 -2.247 0.106
H 4.732 0.269 -0.517 0.095
C -6.788 -0.895 1.080 -0.108
O -6.088 -1.537 2.057 -0.021
C -4.908 -2.143 1.667 -0.577
O -4.399 -1.970 0.583 0.109
O -4.380 -2.864 2.616 0.027
C -4.995 -3.253 3.871 -0.012
H -7.603 -0.456 1.656 0.103
H -7.272 -1.488 0.304 0.102
H -6.232 -0.121 0.551 0.092
H -4.197 -3.598 4.529 0.094
H -5.844 -3.936 3.887 0.104
H -5.206 -2.365 4.468 0.092
```

Total charge = +1
E_tot = -1286.9513 a.u.
Kohn-Sham gap = 8.707 eV
F_max = 3.9 eV Å⁻¹
ΔE to the lowest compared entry with this formula, charge and spin = 43.0 kJ/mol
E_LUMO = -4.23 eV



Here is 2 unconnected molecules or ions with the total composition C3H11NS from OMol25. Energies are from ωB97M-V with the def2-TZVPD basis set.

```
16
Properties=species:S:1:pos:R:3:lowdin_charge:R:1
C 0.697 0.658 -3.742 -0.131
C 1.478 1.907 -3.360 -0.314
N 0.568 2.916 -2.654 -0.031
H -0.347 0.891 -4.011 0.063
H 0.666 -0.341 -3.319 0.062
H 0.933 0.440 -4.808 0.069
H 1.686 2.438 -4.290 0.088
H 2.440 1.607 -2.949 0.099
H 1.053 3.762 -2.948 0.046
H -0.228 2.920 -3.300 0.049
C -1.417 -3.344 5.857 -0.466
S -2.289 -1.907 6.685 0.597
H -0.816 -2.916 5.059 0.013
H -2.183 -4.029 5.522 0.009
H -0.629 -3.912 6.369 0.028
H -1.612 -1.090 5.888 -0.181
```

SMILES = CCN.CS
E_tot = -573.7723 a.u.
Kohn-Sham gap = 10.168 eV
F_max = 3.3 eV Å⁻¹
ΔE to the lowest compared entry with this formula, charge and spin = 155.5 kJ/mol
E_LUMO = 1.05 eV



Here is a molecular structure, CHCl2NO from OMol25. Energies are from ωB97M-V with the def2-TZVPD basis set.

```
6
Properties=species:S:1:pos:R:3:lowdin_spin:R:1
C -1.589 0.533 0.030 0.022
N -0.754 1.312 -0.050 0.018
O 1.170 -0.435 -0.093 0.863
Cl -2.480 -0.550 -0.443 0.009
Cl 2.737 -0.929 -0.463 1.020
H 0.916 0.069 1.019 0.068
```

E_tot = -1088.7998 a.u.
Multiplicity = 3
Kohn-Sham gap (spin up / spin down) = 7.491 / 8.122 eV
F_max = 8.2 eV Å⁻¹
ΔE to the lowest compared entry with this formula, charge and spin = 409.3 kJ/mol
E_LUMO (spin up / spin down) = 0.44 / -2.59 eV